No. 1
Here is C30H47Cl2N4NiO7SSi as an isolated structure at a distorted geometry from OMol25. Energies are from ωB97M-V/def2-TZVPD.

Structure (XYZ):
```
93
Properties=species:S:1:pos:R:3:mulliken_charge:R:1
H -1.4226 2.0851 -2.3064 0.01
H -1.1054 0.2912 -5.6005 0.28
C 3.7867 -0.9844 -0.5531 0.26
H 1.8906 5.1790 -2.4273 0.35
H -1.6761 -0.6019 -3.2347 -0.04
H -2.0250 -1.1442 -6.1337 0.29
H -0.0728 -4.8408 0.3764 0.52
O 3.9871 -0.0158 0.1633 -0.59
C 0.7843 -2.3592 -1.7894 0.43
H 2.8811 2.7433 5.2236 0.29
C 0.9424 -3.4395 -0.9150 -0.42
C -3.7927 0.0516 4.2222 -0.49
C -1.4547 -3.4760 -0.5753 -0.80
C -0.3739 -3.4919 3.4003 -0.75
Cl 1.0120 1.0863 -0.5714 -0.19
C 4.0810 -2.1384 -2.6965 -0.93
H 2.6611 -3.3151 2.3924 0.21
H -0.2281 -4.4737 -6.1993 0.28
H -0.5967 4.9889 0.1468 0.31
H 4.2689 0.2434 -3.5235 0.37
H 0.0064 -4.0743 4.2468 0.34
C 0.4785 -1.6849 2.0037 0.01
H 2.5779 0.4731 -3.0044 0.16
N 3.6676 -0.9677 -1.9304 0.36
C -4.0600 0.9104 1.9936 0.66
C -5.4286 1.1199 2.1808 -0.78
H -1.6601 3.6281 -0.2377 0.19
H -0.5603 -1.5798 1.6469 0.40
H 1.5901 1.6366 5.7403 0.27
H 4.1196 -3.0033 -2.0245 0.32
O 1.6827 2.0912 2.9877 -1.08
C 3.6052 0.2967 -2.6512 -1.00
C -0.4791 -1.8991 -2.1285 0.61
C -0.0238 4.3170 5.2207 -0.89
C -1.0208 -0.7692 -5.8652 -1.80
H 1.3384 -3.6945 -6.3719 0.22
C 1.8546 2.6924 5.6023 -0.90
H -5.6350 -0.2537 5.2855 0.39
N 0.7114 -2.6794 2.8611 0.39
H -1.0342 4.0418 4.8877 0.33
H 2.7247 3.6535 -2.7749 0.27
O -0.9777 0.7791 3.8637 -0.76
N 0.9337 3.3561 4.6918 0.31
Ni 0.7945 1.2816 1.5432 0.96
O -1.8298 0.6735 -0.9050 -0.69
H -5.9959 1.5719 1.3732 0.49
C -1.6013 -2.4432 -1.5052 -0.86
C 0.0214 -2.8057 -4.8914 0.15
H 3.3566 -2.3349 -3.5002 0.31
H 5.0730 -1.9898 -3.1538 0.35
H 3.8992 1.1130 -1.9864 0.36
H -3.1455 -0.3307 5.0169 0.40
H 2.1002 -3.6415 4.0648 0.32
H -7.0499 0.8146 3.5305 0.38
H -1.1969 -2.8398 3.7309 0.20
H 1.6307 -1.8841 -2.2842 0.31
C -0.9062 4.3066 -0.6582 -1.27
O 0.1863 0.1650 -3.2936 -0.57
C 2.0918 -2.9191 3.2472 -0.82
C -3.2130 0.4752 3.0115 0.03
H -0.1904 2.2171 -3.5826 0.27
H -1.2283 3.6406 -3.1611 0.50
H 0.2075 5.3212 4.8372 0.33
H 0.1927 -3.4341 -4.0183 0.32
H -2.3412 -3.8990 -0.0901 0.33
H 0.0464 4.2863 6.3113 0.28
H -0.0971 -2.9199 -7.0637 0.38
Si 0.5684 3.2943 -1.4570 1.71
C -0.4859 -1.5696 -4.7233 0.68
C 1.7387 4.1308 -2.7429 -1.40
H -0.4037 -0.8537 -6.7705 0.47
H -2.6011 -2.1129 -1.8159 0.30
H -1.4196 4.9195 -1.4147 0.39
O -3.6046 1.0071 0.7088 -0.36
O 1.3911 -0.9033 1.6218 -0.72
H 1.7764 3.2102 6.5585 0.35
C 0.2682 -3.4907 -6.1995 -1.41
H 3.6864 -2.0233 -0.1575 0.03
C -5.9810 0.6974 3.3815 -0.26
C 0.9253 3.0296 3.4162 0.02
C -5.1774 0.1253 4.3754 -0.80
S -2.1569 0.1579 0.4003 0.32
Cl 1.8898 3.9611 0.1196 -0.48
H 0.2605 3.5875 2.7323 0.59
H 1.9355 -3.8557 -0.7451 0.33
H 1.3539 4.1463 -3.7679 0.32
H 2.5563 -1.9744 3.5613 0.27
N -1.2618 0.9224 1.6166 0.04
C -0.1856 -3.9966 -0.3059 -0.65
C -0.6962 2.7562 -2.7728 -1.21
C -1.7580 0.7073 2.8808 0.66
H -0.7736 -4.1775 2.6362 0.26
C -0.6084 -0.8977 -3.3316 -0.29
```

energy relative to the best compared isomer or geometry (same formula, charge and spin)	69.0	kcal/mol
total charge	-1
⟨S²⟩	2.004
Kohn-Sham gap (spin up / spin down)	0.1880 / 0.1820	hartree
multiplicity	3
HOMO energy (spin up / spin down)	-3.07 / -3.07	eV


No. 2
Here is a 4-piece molecular cluster, C42H98FN3O13P3Si overall at a distorted geometry from OMol25. Energies are from ωB97M-V/def2-TZVPD.

Structure (XYZ):
```
161
Properties=species:S:1:pos:R:3:mulliken_charge:R:1
C 2.0999 0.0877 -8.0016 -0.83
H 2.4582 -0.1574 -2.9864 -0.05
H -0.3735 -1.9517 -6.8208 -0.07
C 2.5780 1.3263 -7.2646 -0.21
O 4.3462 -3.3832 1.4644 -0.70
C 2.3997 1.9589 5.7188 0.59
C 3.5219 0.6983 2.6813 0.80
H 0.7611 4.3652 -1.5748 0.44
C 5.2862 -1.9629 4.4948 -1.42
H 2.3043 0.4547 7.1416 0.55
H -2.1166 0.2760 0.0015 -0.15
C -0.2737 1.9187 1.5878 -0.90
H 3.3451 0.7962 0.4692 0.26
H -0.3239 3.4434 -3.5315 0.24
C -5.6260 -3.5732 -9.4333 -0.99
C 2.7812 -1.4821 1.5605 -0.79
H -8.7570 2.9269 3.2041 0.36
C 5.8146 -1.4046 5.8305 -0.59
H 0.4072 -3.9295 4.8980 0.47
H -0.5992 0.0205 -0.9490 -0.08
C 3.0973 -0.0384 -3.8657 0.11
C -8.7728 0.7904 3.3583 -0.90
H 3.7035 -3.1003 3.7331 0.72
H 1.8559 1.9931 4.7692 -0.70
H 5.0664 -3.5852 2.0662 0.43
H 4.5598 2.4043 5.7595 0.28
N 1.1589 0.0712 2.5108 0.83
H -0.9392 2.3942 -0.3621 0.35
H 5.0992 -1.5886 6.6323 0.37
H 3.6199 -2.5828 5.4377 0.56
Si -0.8876 -1.6017 1.0227 -0.59
H -8.7165 0.7792 4.4480 0.24
H -3.9344 2.2861 0.4351 0.15
H 0.0132 -3.3090 -5.7509 0.54
H 1.0530 0.6863 3.3252 0.33
C 4.7959 0.7930 3.5251 -0.29
C 4.2126 -1.9836 1.2985 -1.40
C -5.5638 0.5193 4.9924 -0.24
C 3.6068 2.9251 5.7337 -1.47
C -6.0888 -0.9020 5.0851 -1.13
H -2.9383 -1.4721 2.4143 0.24
H -0.4246 -1.8074 4.4865 0.33
H 1.7744 -3.3975 5.8192 0.37
H 1.8165 3.0334 -2.0923 -0.06
H 6.0812 -0.3473 5.7626 0.22
H -9.8178 0.6771 3.0705 0.42
H -4.7710 0.6537 5.7303 0.37
H 1.0019 -0.1394 5.1434 0.42
H -2.4190 -3.1739 2.1860 0.36
C 1.4096 4.0067 -2.3740 -0.65
H 3.7887 0.3375 6.3149 0.45
N 7.0499 -2.1426 6.2170 -0.72
H -3.2600 -2.3020 0.8774 0.42
C -0.3456 2.8854 0.4090 -0.23
C 1.4226 -3.5499 4.7948 -1.09
O -6.8391 2.2839 3.1715 -0.34
H -8.2181 -0.0744 2.9856 0.18
F -0.9030 4.0742 0.8375 -0.44
H 0.1928 -3.9140 0.9007 0.40
C -0.7580 -2.5843 -6.0162 -0.33
H -6.7014 -1.1540 4.2200 0.26
H -0.9415 -1.9470 -5.1476 0.09
H 2.9334 -0.4091 -8.4978 0.39
C -8.2038 2.0785 2.8006 -0.34
H -1.2713 1.8443 -6.9197 0.48
O -4.6511 -1.5286 -8.5493 -0.37
C -2.5557 -2.2077 1.7017 -1.13
H -5.7373 4.1588 0.7168 0.32
C -0.0240 -0.8561 2.5643 1.15
H -4.8500 -4.1401 -8.9191 0.26
H 4.9823 0.5737 1.0270 0.76
H 4.1254 0.0301 -3.5032 0.36
H 3.1925 -2.1612 -4.2419 0.49
H -6.5043 -3.5711 -8.7860 0.28
H 1.6211 -0.6173 -7.3204 -0.04
H -2.9058 -0.3722 -5.5908 0.33
H 5.7843 -1.5022 3.6462 0.44
C -5.1811 -2.1540 -9.7222 -0.30
H 7.8350 -1.5798 5.9062 0.27
C 0.9846 1.0431 1.4113 -1.04
H 4.4297 -1.8012 0.2405 0.44
H -8.3228 2.1109 1.7168 0.30
O -2.5286 -2.5348 -9.1986 -0.80
H 1.3614 0.3539 -8.7586 0.34
H -6.3295 1.2488 5.2416 0.33
H 0.6671 3.0679 0.0527 0.05
O 1.5503 1.8909 -6.4469 -0.25
C -1.4001 -0.4550 -0.3817 -0.24
C 2.7281 0.4987 6.1333 -1.33
H -5.2628 -1.6143 5.1110 0.33
P -5.6392 1.4657 2.4460 0.94
H -0.3528 -2.8907 3.1423 1.28
H 3.4156 3.1498 1.6175 0.25
H -0.7982 -3.4622 -0.5398 0.49
H -3.4435 1.1934 -6.1184 0.46
C 4.0459 1.0755 1.2533 -1.20
H -6.0382 -1.5563 -10.0350 0.33
H 3.6447 -1.1626 -5.6272 0.26
H 5.6592 0.3208 3.0589 0.43
H 2.8201 2.1019 -7.9927 0.40
H -1.8224 -3.9747 -7.2728 0.33
C 3.7697 -2.2545 4.4094 -1.11
N 1.5033 -2.4129 3.8844 0.30
O 1.4059 3.2714 -4.6731 -0.38
O 2.8296 1.1891 -4.5276 -0.42
C -0.1087 -3.1122 0.2293 -1.06
H 5.7540 -2.9540 4.5224 0.56
O -4.4608 2.5915 2.4237 -0.39
C 0.1473 -2.0174 3.5670 -3.15
C 2.5549 -0.5261 2.7516 0.63
H 1.9459 -1.3176 -5.1750 -0.09
C 4.2040 2.6046 1.0969 -1.57
H 3.4936 1.1388 -6.7129 0.25
H -2.4055 -3.8980 -5.6221 0.39
H 4.9594 -1.3972 1.8291 0.39
H 3.5596 3.5314 4.8260 0.32
H 4.7551 0.4774 4.5592 -1.43
H 5.1968 2.9524 1.3725 0.40
H 3.5744 3.6265 6.5641 0.34
O -3.1432 -0.0730 -7.6529 -0.40
H 2.9677 1.5833 3.0070 0.21
H -4.4590 -2.1237 -10.5360 0.33
P -3.0690 -1.5823 -8.2053 1.04
O -4.9502 0.7832 3.7278 -0.13
O -6.0160 1.3467 1.0213 -0.79
C -1.3355 0.9137 -6.3543 -0.17
O -3.0765 -2.3878 -6.7831 -0.35
H -0.6430 0.2126 -6.8209 -0.14
H -5.8808 -4.0911 -10.3586 0.36
C 2.9628 -1.2404 -4.7797 -0.81
H 1.6977 2.3835 6.4379 0.75
H -4.4464 5.1529 1.3657 0.35
H -0.8125 -0.2760 3.0468 0.95
C 1.9788 -0.5973 5.3437 -1.00
H 7.1337 -2.1259 7.2274 0.29
H 1.0910 0.6516 0.4029 0.48
H 0.7808 -2.7923 -0.3249 0.27
H -2.8775 3.3179 1.3644 -0.12
H 2.2557 4.6896 -2.4641 0.34
H 1.7360 -1.3470 6.0981 0.60
C -2.0291 -3.2917 -6.4475 -0.72
P 1.2850 1.6561 -4.8773 0.54
H -1.9695 -1.0476 -1.1017 0.66
H 1.7027 1.8598 1.4277 0.01
H 4.0944 2.8418 0.0366 0.49
H -1.0158 1.1104 -5.3238 0.04
H 0.4280 4.9406 -4.0387 0.42
H -0.1222 2.5116 2.4968 0.53
C -4.6580 4.3073 0.7098 -1.40
H 5.0747 1.8477 3.5595 0.76
H -4.3474 4.5701 -0.3023 0.36
C -2.7572 0.3806 -6.3608 -0.69
C 0.6380 3.9350 -3.6730 -0.45
C 2.5504 -1.3453 4.1114 0.75
C -3.9234 3.0740 1.1912 0.51
H 2.0037 -4.3937 4.4129 0.33
H -6.6815 -1.0334 5.9903 0.37
O 0.5967 1.2634 -3.6099 -0.20
H -1.1931 1.3517 1.7069 0.42
H 2.4369 -1.0233 0.6346 0.61
H 2.1824 -2.3874 1.6472 0.40
```

total charge	+1
Kohn-Sham gap	0.3393	hartree
HOMO energy	-11.18	eV